(1)
C34H66BCl24FNO8P | ωB97M-V with the def2-TZVPD basis set

Values from the calculation:
gap between HOMO and LUMO	9.57	eV
HOMO	-9.43	eV
largest force on an atom	2.23	eV/Å
LUMO	0.142	eV

Cartesian coordinates (Å):
C (1.19941, 2.26960, 2.36595)
C (0.76076, 0.81524, 2.18667)
C (-0.06654, 0.59213, 0.91450)
C (0.57783, 1.16299, -0.35957)
C (0.05259, 2.52401, -0.81549)
C (-1.36391, 2.50799, -1.33970)
O (-2.13028, 1.58987, -1.24702)
O (-1.73058, 3.62420, -2.00599)
C (2.06604, 0.01355, 2.04050)
O (1.81551, -1.34452, 1.72120)
C (2.47200, -1.79545, 0.56708)
P (2.28088, -3.60939, 0.57642)
O (0.85920, -4.03695, 0.57290)
O (0.19431, 0.25669, 3.38446)
C (-1.08277, 0.49058, 3.78257)
F (-1.01858, 0.64773, 5.14068)
O (-1.55641, 1.78852, 3.29780)
C (-2.77542, 1.79489, 2.90570)
N (-3.85260, 1.84559, 2.50055)
B (-2.12643, -0.73498, 3.49408)
O (-3.06487, -0.96953, 4.44985)
O (-1.97865, -1.48651, 2.36517)
H (1.83942, 2.57650, 1.54077)
H (1.74183, 2.37007, 3.30640)
H (0.34477, 2.94165, 2.38586)
H (-1.06431, 1.02786, 0.98265)
H (-0.23124, -0.47413, 0.77502)
H (1.66207, 1.24365, -0.28093)
H (0.37922, 0.46341, -1.17340)
H (0.19655, 3.30786, -0.06823)
H (0.67324, 2.83116, -1.66459)
H (-1.01811, 4.27671, -1.96722)
H (2.75539, 0.49973, 1.34953)
H (2.55592, 0.01551, 3.02106)
H (3.53879, -1.52446, 0.59744)
H (2.05178, -1.39812, -0.36665)
H (2.95146, -4.08970, -0.55052)
H (2.86288, -3.97325, 1.79586)
H (-3.94769, -1.09503, 4.08335)
H (-2.64790, -1.38078, 1.68096)
Cl (-7.64274, 3.33621, -1.97181)
C (-6.86776, 2.73042, -0.48213)
C (-5.99842, 1.52888, -0.73293)
Cl (-6.97139, 0.10010, -1.20216)
H (-7.65702, 2.50773, 0.23102)
H (-6.25904, 3.54107, -0.08604)
H (-5.45906, 1.27561, 0.17845)
H (-5.27137, 1.70546, -1.52120)
Cl (-7.26187, -2.07921, 3.25655)
C (-8.01744, -2.22092, 1.64527)
C (-9.34429, -2.92747, 1.69938)
Cl (-9.16797, -4.65569, 2.10790)
H (-7.31719, -2.73383, 0.99148)
H (-8.15134, -1.20617, 1.27605)
H (-9.82634, -2.87781, 0.72495)
H (-10.00361, -2.47595, 2.43677)
Cl (5.27195, -3.92267, 0.64699)
C (5.90251, -5.57278, 0.88112)
C (7.12761, -5.59093, 1.75323)
Cl (8.51549, -4.83122, 0.92723)
H (6.10607, -5.98889, -0.10120)
H (5.10663, -6.15628, 1.34330)
H (7.41071, -6.61938, 1.96932)
H (6.95839, -5.06989, 2.69209)
Cl (1.05482, 5.72335, -1.81235)
C (-0.01402, 7.14651, -2.00259)
C (0.49391, 8.34806, -1.25066)
Cl (0.38828, 8.08786, 0.50906)
H (-1.00462, 6.86558, -1.65275)
H (-0.06924, 7.35875, -3.06865)
H (-0.12872, 9.20789, -1.49172)
H (1.52499, 8.58332, -1.50096)
Cl (-10.73309, -4.30151, 7.94085)
C (-9.96743, -4.90475, 6.44563)
C (-10.88540, -4.81810, 5.25573)
Cl (-12.25973, -5.95010, 5.37491)
H (-9.64916, -5.92811, 6.62568)
H (-9.08730, -4.28900, 6.26748)
H (-10.33259, -5.07657, 4.35419)
H (-11.29096, -3.81538, 5.14318)
Cl (3.45083, 0.64595, 4.94924)
C (4.19235, -0.08237, 6.39943)
C (5.06432, -1.25884, 6.04260)
Cl (4.11604, -2.63537, 5.42439)
H (3.38848, -0.36742, 7.07294)
H (4.79449, 0.68752, 6.87908)
H (5.59163, -1.60311, 6.93075)
H (5.79452, -0.99145, 5.28305)
Cl (5.79665, -7.00404, -2.77870)
C (7.17659, -8.06441, -2.37731)
C (6.77921, -9.28127, -1.57945)
Cl (6.26470, -8.91077, 0.09033)
H (7.91827, -7.46201, -1.85690)
H (7.59780, -8.39311, -3.32576)
H (7.63681, -9.94608, -1.49394)
H (5.96583, -9.81918, -2.05897)
Cl (6.73552, -0.05796, -1.06965)
C (6.12512, -0.35566, -2.72057)
C (4.91071, -1.24528, -2.71374)
Cl (5.30852, -2.90575, -2.19726)
H (6.93456, -0.79219, -3.29753)
H (5.86885, 0.61276, -3.14740)
H (4.49216, -1.30623, -3.71717)
H (4.14461, -0.86322, -2.04191)
Cl (-6.58328, 5.58707, -6.34598)
C (-6.16611, 3.86535, -6.12808)
C (-4.92990, 3.67755, -5.29055)
Cl (-3.45771, 4.25933, -6.10850)
H (-6.04880, 3.42691, -7.11577)
H (-7.01100, 3.39110, -5.63176)
H (-4.78451, 2.61844, -5.08516)
H (-5.00409, 4.20475, -4.34300)
Cl (-2.55744, 2.95693, -10.08314)
C (-2.07046, 4.63575, -9.73860)
C (-0.75697, 4.99418, -10.38313)
Cl (0.61539, 4.12137, -9.65163)
H (-2.03016, 4.75301, -8.65902)
H (-2.85571, 5.28086, -10.12914)
H (-0.56571, 6.05744, -10.24869)
H (-0.76354, 4.77125, -11.44682)
Cl (9.39251, -2.13120, -3.33564)
C (10.13821, -2.47736, -1.75169)
C (11.24869, -3.48893, -1.87971)
Cl (10.62809, -5.10400, -2.30822)
H (9.35459, -2.81832, -1.07931)
H (10.53913, -1.53802, -1.37494)
H (11.77120, -3.58918, -0.92986)
H (11.96397, -3.19213, -2.64230)
Cl (-2.11463, 5.89116, 0.82713)
C (-2.96568, 5.74334, 2.39040)
C (-2.12082, 6.22488, 3.54110)
Cl (-0.72645, 5.16030, 3.84575)
H (-3.25930, 4.70320, 2.51350)
H (-3.86479, 6.35298, 2.32067)
H (-2.71992, 6.23498, 4.45005)
H (-1.74114, 7.22739, 3.36022)

Atomic forces in eV per Å
C -0.5 0.0 0.3
C 1.1 -0.1 -1.2
C -0.4 0.1 0.0
C -0.4 0.0 -0.1
C 0.6 -0.2 -0.3
C 0.0 0.0 0.1
O 0.0 0.0 0.0
O -0.1 0.0 0.1
C -0.1 -0.2 1.0
O 0.0 0.1 -0.2
C 0.7 -0.1 -0.1
P -2.2 -0.1 0.4
O 0.0 0.0 -0.2
O -0.3 0.6 -0.2
C 0.4 -1.0 0.9
F 0.0 0.2 0.0
O 0.0 -0.1 0.0
C 0.1 0.2 -0.1
N -0.3 0.0 -0.1
B -0.2 -0.3 -0.2
O -0.1 0.9 -0.1
O -0.1 0.7 -0.2
H 0.1 0.0 0.0
H 0.1 0.1 0.0
H 0.0 0.1 0.1
H 0.0 0.1 0.2
H 0.1 -0.1 0.2
H 0.0 -0.1 0.1
H 0.0 0.0 0.0
H -0.3 0.0 0.1
H 0.0 0.1 0.0
H 0.1 0.0 0.0
H -0.1 -0.1 -0.3
H -0.2 0.0 -0.5
H 0.0 0.0 -0.1
H -0.1 0.0 0.0
H 0.4 0.1 0.1
H 0.5 -0.1 -0.2
H 0.0 -0.6 0.1
H 0.0 -0.4 0.0
Cl 0.0 0.0 -0.1
C 0.1 0.1 0.1
C 0.1 0.0 0.1
Cl 0.0 0.0 0.0
H 0.0 0.0 0.0
H 0.0 0.0 0.0
H 0.0 0.0 0.0
H 0.0 0.0 0.0
Cl 0.0 0.0 0.1
C 0.1 0.1 -0.1
C -0.1 0.0 0.0
Cl 0.1 0.0 -0.1
H 0.0 0.0 0.0
H -0.1 0.0 0.0
H 0.0 0.0 0.0
H 0.0 0.0 0.0
Cl 0.9 -0.1 0.5
C -0.2 -0.2 0.1
C 0.0 -0.1 0.1
Cl 0.1 0.0 0.0
H 0.0 0.1 0.0
H 0.0 0.0 0.0
H 0.0 0.0 -0.1
H 0.0 0.1 0.0
Cl -0.1 0.0 0.0
C -0.1 0.1 -0.2
C 0.0 0.0 0.1
Cl 0.3 0.2 0.0
H 0.0 0.0 0.0
H 0.1 0.0 0.0
H 0.0 0.0 0.0
H 0.0 -0.1 0.0
Cl 0.0 0.0 0.0
C 0.1 0.0 0.0
C 0.0 0.0 -0.1
Cl 0.0 0.0 0.0
H 0.0 0.0 0.0
H 0.0 0.0 0.0
H -0.1 0.0 0.1
H 0.0 0.0 0.0
Cl 0.2 0.1 0.5
C 0.0 0.1 0.1
C 0.1 0.0 0.0
Cl 0.0 0.0 0.0
H 0.0 0.0 -0.1
H 0.0 0.0 0.0
H 0.0 0.0 0.0
H 0.0 0.0 0.0
Cl 0.0 0.0 0.1
C 0.1 0.0 0.0
C 0.0 -0.1 -0.1
Cl 0.0 0.1 0.0
H 0.0 0.0 0.0
H 0.0 0.0 0.0
H 0.0 0.0 0.0
H 0.0 0.0 0.0
Cl 0.0 0.0 0.0
C 0.0 0.1 -0.1
C -0.1 -0.1 -0.1
Cl -0.1 0.3 -0.5
H 0.0 -0.1 0.1
H 0.0 0.0 0.0
H 0.1 0.0 0.0
H 0.0 0.0 0.0
Cl 0.0 0.0 0.0
C -0.1 -0.1 0.0
C 0.0 -0.1 0.2
Cl 0.1 0.0 0.0
H 0.0 0.0 0.0
H 0.0 0.0 0.0
H 0.0 0.0 -0.1
H 0.0 0.0 0.0
Cl 0.0 0.0 0.0
C -0.1 0.1 0.0
C 0.0 0.1 0.0
Cl 0.0 0.0 0.0
H 0.0 -0.1 0.0
H 0.0 0.0 0.0
H 0.0 0.0 0.0
H 0.0 -0.1 0.0
Cl 0.0 0.0 0.0
C 0.0 0.0 0.1
C 0.0 0.0 0.1
Cl 0.0 -0.1 0.0
H 0.0 0.0 -0.1
H 0.0 0.0 0.0
H -0.1 0.0 0.0
H 0.0 0.0 0.0
Cl -0.1 -0.2 0.0
C -0.1 -0.1 0.0
C 0.0 0.1 0.0
Cl 0.0 0.0 0.0
H 0.0 0.0 0.0
H 0.0 0.0 0.0
H 0.0 0.0 0.0
H 0.0 0.0 0.0


(2)
C34H66FN2O14S6 | ωB97M-V with the def2-TZVPD basis set

Values from the calculation:
gap between HOMO and LUMO	9.38	eV
HOMO	-11.67	eV
largest force on an atom	6.21	eV/Å
LUMO	-2.290	eV
charge	+1
energy relative to the best compared isomer or geometry (same formula, charge and spin)	0.00	kcal per mole

Cartesian coordinates (Å):
C (7.02902, 0.04996, -2.17886)
C (5.77141, -0.76418, -2.82678)
C (4.45810, 0.05283, -2.40294)
O (3.21437, -0.66289, -2.58275)
C (2.19326, -0.16436, -1.65444)
C (2.05748, 1.42902, -1.65130)
N (2.88890, 2.34999, -0.87335)
C (2.51256, 3.72523, -1.13790)
C (3.32353, 4.90468, -0.43051)
C (4.77808, 4.96707, -1.18015)
C (4.57423, 5.84879, -2.50350)
F (3.83381, 5.15761, -3.55046)
C (1.34474, 3.71735, -2.14282)
N (1.13597, 2.28968, -2.37522)
O (0.17396, 1.89121, -3.23757)
H (8.03051, -0.27560, -2.61466)
H (6.80025, 1.16570, -2.38288)
H (6.99726, -0.04767, -1.02471)
H (5.67919, -1.82483, -2.38646)
H (5.83386, -0.76746, -3.97926)
H (4.61192, 0.36626, -1.29362)
H (4.46065, 1.05286, -2.99227)
H (1.21399, -0.73036, -1.86198)
H (2.58094, -0.45545, -0.60027)
H (3.67784, 2.10312, -0.24528)
H (3.53697, 4.57728, 0.64404)
H (2.78078, 5.91507, -0.48041)
H (5.59301, 5.38068, -0.47254)
H (5.11886, 3.90908, -1.50614)
H (5.59737, 6.10112, -2.94867)
H (3.95186, 6.79152, -2.25375)
H (0.82111, 4.62946, -2.56970)
H (-0.67617, 1.97193, -2.72724)
C (2.18048, -5.27658, -1.44198)
C (0.87520, -5.39848, -2.22965)
C (-0.22643, -4.73923, -1.39826)
S (0.57703, -3.48806, -0.40659)
O (0.47040, -3.86380, 0.98606)
O (0.18784, -2.17720, -0.88579)
C (2.23813, -3.83331, -0.95980)
H (3.04897, -5.52983, -2.05385)
H (2.15941, -5.95768, -0.58559)
H (0.97726, -4.87580, -3.18677)
H (0.63207, -6.44023, -2.44957)
H (-0.98145, -4.27053, -2.03047)
H (-0.69923, -5.45437, -0.72287)
H (2.94249, -3.68094, -0.14170)
H (2.46460, -3.15160, -1.78361)
C (-3.67194, 4.02360, 0.88067)
C (-2.56442, 5.07589, 0.79812)
C (-1.64257, 4.68034, -0.35691)
S (-2.65660, 3.76768, -1.51502)
O (-2.18557, 2.39643, -1.56029)
O (-2.84384, 4.55759, -2.71081)
C (-4.15326, 3.81674, -0.54937)
H (-4.48570, 4.34204, 1.53528)
H (-3.26542, 3.09162, 1.27644)
H (-3.00746, 6.05704, 0.59691)
H (-2.00992, 5.15336, 1.73604)
H (-1.22250, 5.55504, -0.85549)
H (-0.83884, 4.02266, -0.01956)
H (-4.71377, 2.89164, -0.68448)
H (-4.74430, 4.66849, -0.89353)
C (-5.01251, -0.98747, 4.39473)
C (-4.82285, -1.35290, 2.92113)
C (-4.90747, -0.05721, 2.11268)
S (-4.36476, 1.25107, 3.20622)
O (-5.48220, 2.13094, 3.46151)
O (-3.07998, 1.74384, 2.75840)
C (-4.11620, 0.21934, 4.63998)
H (-4.75550, -1.81842, 5.05480)
H (-6.05856, -0.72080, 4.57756)
H (-3.83734, -1.80956, 2.78305)
H (-5.56878, -2.07628, 2.58473)
H (-4.25992, -0.08741, 1.23528)
H (-5.93364, 0.15951, 1.81035)
H (-4.37472, 0.77021, 5.54412)
H (-3.06331, -0.07083, 4.66393)
C (0.31211, -8.97391, 3.16759)
C (-0.25728, -7.68933, 3.77271)
C (-0.47882, -6.70067, 2.62612)
S (-0.77404, -7.68908, 1.16471)
O (0.31712, -7.47887, 0.23877)
O (-2.15960, -7.55331, 0.76937)
C (-0.55151, -9.27518, 1.94994)
H (0.29922, -9.79928, 3.88227)
H (1.34980, -8.80876, 2.85967)
H (-1.21300, -7.90887, 4.25993)
H (0.40800, -7.27032, 4.53089)
H (-1.34132, -6.05897, 2.80892)
H (0.40775, -6.08980, 2.44726)
H (-0.08530, -9.97283, 1.25444)
H (-1.53674, -9.64152, 2.24713)
C (4.30643, 10.31129, 2.04357)
C (2.81003, 10.38601, 1.73418)
C (2.41600, 9.07317, 1.05470)
S (3.55618, 7.83452, 1.66121)
O (4.37175, 7.37838, 0.55579)
O (2.84827, 6.91748, 2.52641)
C (4.53193, 8.93933, 2.66537)
H (4.62209, 11.11232, 2.71479)
H (4.88046, 10.40124, 1.11551)
H (2.25023, 10.49991, 2.66807)
H (2.57039, 11.24396, 1.10225)
H (1.39607, 8.77979, 1.30641)
H (2.52867, 9.13439, -0.02951)
H (5.57647, 8.62852, 2.65345)
H (4.13877, 8.89930, 3.68367)
C (-5.65059, -6.85641, -1.75855)
C (-5.24512, -6.58906, -3.20926)
C (-5.16364, -5.07209, -3.39084)
S (-4.75815, -4.39739, -1.78393)
O (-5.87475, -3.60450, -1.32201)
O (-3.40600, -3.88354, -1.80956)
C (-4.76739, -5.95219, -0.90914)
H (-5.52472, -7.90709, -1.48939)
H (-6.70394, -6.59385, -1.61518)
H (-4.26439, -7.03644, -3.40156)
H (-5.95132, -7.03278, -3.91464)
H (-4.38896, -4.79318, -4.10605)
H (-6.12317, -4.65398, -3.70025)
H (-5.14666, -5.80781, 0.10218)
H (-3.74034, -6.32320, -0.87641)

Atomic forces in eV per Å
C -1.4 0.2 0.1
C -0.4 0.5 0.4
C 1.4 0.8 0.1
O -0.1 1.5 1.0
C 0.7 0.0 0.3
C -0.4 3.1 0.0
N -3.3 0.7 -2.9
C -2.5 -0.8 -1.7
C 0.7 -1.7 -0.7
C -0.9 0.0 -0.6
C 0.5 0.3 0.2
F 1.0 0.6 1.7
C 4.4 -2.2 3.8
N 3.0 1.3 2.5
O -0.2 -0.6 0.4
H -1.4 0.6 0.7
H 0.8 -1.7 0.1
H 0.3 -0.1 -1.9
H 0.3 1.6 -0.9
H 0.0 -0.3 1.9
H -0.4 -0.7 -1.5
H -0.2 -1.5 0.8
H 1.5 1.3 0.3
H -0.9 0.7 -1.5
H -1.0 0.0 -0.8
H -0.7 0.7 -1.3
H 0.8 -1.9 0.1
H -1.5 -0.3 -1.4
H -0.6 1.6 0.5
H -1.6 -0.2 0.5
H 1.2 -1.5 -0.5
H 0.6 -1.9 0.4
H 0.1 -0.1 -0.1
C 0.1 -0.3 0.1
C 0.1 -0.1 -0.2
C -0.3 -0.3 -0.4
S -0.1 -0.5 -0.4
O -0.1 0.4 0.0
O -0.1 0.0 0.6
C 0.5 0.0 -0.1
H -0.1 0.1 0.1
H 0.0 0.1 -0.1
H 0.0 0.0 0.1
H 0.0 0.1 0.1
H 0.0 0.1 0.3
H 0.1 0.2 0.0
H -0.1 0.1 0.0
H 0.0 0.0 0.1
C 0.2 0.0 0.0
C -0.2 0.2 0.2
C 0.4 0.2 0.4
S -0.8 1.0 0.1
O 0.5 -0.2 -0.6
O 0.4 -0.6 0.0
C -0.4 -0.1 0.3
H 0.1 -0.1 -0.1
H -0.1 0.2 -0.1
H 0.1 -0.1 0.0
H 0.0 0.0 -0.1
H 0.0 -0.2 -0.1
H -0.1 0.0 -0.1
H 0.1 0.0 -0.2
H 0.1 -0.1 -0.2
C -0.2 -0.1 0.0
C 0.1 -0.3 0.0
C -0.1 -0.4 -0.4
S 0.0 -0.4 0.2
O 0.4 0.2 -0.2
O -0.2 0.1 0.2
C 0.0 -0.3 0.4
H 0.0 0.1 0.0
H 0.1 0.0 0.0
H -0.1 0.1 0.0
H 0.1 0.1 0.0
H -0.1 0.2 0.1
H 0.1 0.1 0.1
H 0.1 0.1 -0.2
H -0.1 0.1 -0.1
C 0.2 0.0 0.1
C -0.1 -0.1 0.2
C 0.1 0.3 0.5
S -0.2 -0.2 0.5
O -0.3 0.0 -0.2
O 0.3 0.1 -0.4
C 0.1 -0.4 0.2
H 0.0 0.1 -0.1
H -0.1 -0.1 0.0
H 0.1 0.0 0.0
H -0.1 0.0 -0.1
H 0.1 0.0 -0.3
H -0.2 0.0 -0.2
H -0.1 0.1 -0.1
H 0.0 0.1 -0.1
C 0.1 0.1 -0.2
C -0.1 0.2 0.1
C -0.4 0.3 -0.3
S -0.1 0.4 0.7
O -0.1 -0.1 0.1
O 0.3 -0.3 -0.5
C 0.3 0.3 0.2
H 0.0 -0.1 -0.1
H 0.0 0.0 0.1
H 0.1 0.0 -0.1
H 0.0 -0.1 0.1
H 0.2 -0.2 -0.1
H 0.1 -0.1 0.1
H -0.1 -0.2 0.0
H 0.0 -0.1 -0.1
C -0.2 -0.1 0.0
C 0.1 -0.2 -0.1
C -0.1 -0.2 -0.6
S 0.1 -0.3 0.1
O 0.4 0.2 0.0
O -0.3 0.3 0.1
C 0.0 -0.4 0.2
H 0.0 0.1 0.0
H 0.1 0.0 0.0
H -0.1 0.0 0.0
H 0.1 0.1 0.0
H -0.1 0.2 0.2
H 0.1 0.1 0.1
H 0.1 0.2 -0.1
H -0.1 0.1 0.1


Which of these has the lowest HOMO?
C34H66FN2O14S6